--- a ---
Here is 2 unconnected molecules or ions with the total composition C4H13NO2S from OMol25. Energies are from the ωB97M-V functional and the def2-TZVPD basis.

Calculated values
net charge: 0
HOMO level: -8.8 eV
Kohn-Sham gap: 9.341 eV
SMILES string: CN[C@H](CO)CS.O
LUMO: 0.0192 Ha

```
21
Properties=species:S:1:pos:R:3:lowdin_charge:R:1
S -0.7111 -2.3528 2.2088 0.667
O -1.8140 1.8524 -1.5277 -0.031
O -0.6528 1.1739 2.3674 -0.146
N 0.3137 0.0352 -1.0844 -0.118
C -0.2114 -0.2316 0.3183 -0.422
C -0.0330 -1.7734 0.5797 -0.546
C 0.3838 0.6853 1.3417 -0.182
C 1.7729 0.3129 -1.3438 -0.093
H 1.1750 -1.9062 0.5506 0.116
H 1.8297 1.3904 -1.5909 0.076
H 0.8087 1.7409 0.9373 0.166
H -2.2167 1.0546 -1.6895 -0.024
H -1.8808 -1.8313 1.8505 -0.150
H -1.3478 -0.2462 0.0895 0.144
H 1.8985 -0.2309 -2.3215 0.091
H -0.9323 1.8154 -1.9027 0.025
H 1.1008 0.2652 2.0434 0.108
H -0.5285 -2.6297 -0.1533 0.113
H 2.5126 -0.1026 -0.7163 0.053
H -0.1678 -0.5838 -1.6496 0.059
H -1.2998 1.5622 1.6924 0.096
```


--- b ---
Here is 2 unconnected molecules or ions with the total composition C4H13NO2S from OMol25. Energies are from the ωB97M-V functional and the def2-TZVPD basis.

Calculated values
net charge: 0
HOMO level: -8.5 eV
Kohn-Sham gap: 8.933 eV
SMILES string: CN[C@H](CO)CS.O
LUMO: 0.0159 Ha

```
21
Properties=species:S:1:pos:R:3:lowdin_charge:R:1
S -1.9722 -1.2720 2.4217 0.735
O -0.4267 0.6862 -4.1090 -0.126
O 0.0868 2.0610 2.4787 -0.133
N 0.2940 0.3738 -0.5713 -0.084
C 0.7057 0.8157 1.7957 -0.120
C -0.2985 0.1567 0.7535 -0.399
C 1.1936 -0.6037 -1.2470 -0.127
C -0.6278 -1.2888 1.1708 -0.520
H -0.6138 2.3846 1.8871 0.058
H -0.3362 0.7193 -1.2778 0.083
H -0.1447 0.5780 -5.1421 0.128
H -1.1620 -1.8389 0.3843 0.063
H 1.4773 -0.2009 -2.2506 0.076
H 1.6877 1.1436 1.5568 0.097
H 0.7680 0.1351 2.6546 0.089
H 2.1488 -0.7359 -0.7134 0.071
H 0.2692 -1.8468 1.3565 0.075
H -1.2540 -0.8350 3.4305 -0.164
H 0.8492 -1.6414 -1.4156 0.067
H -1.2699 0.6852 0.8982 0.113
H -1.3746 0.5242 -4.0617 0.018
```


Short version: b, a, most stable first.


--- a ---
Here is a gas-phase ion, C9H13N2O2S (charge +1) from OMol25. Energies are from the ωB97M-V functional and the def2-TZVPD basis.

Calculated values
net charge: +1
HOMO level (spin up / spin down): -13.4 / -13.4 eV
Kohn-Sham gap (spin up / spin down): 8.482 / 8.479 eV
SMILES string: C/C=[NH+]/C(=N\C=C=S(=O)=O)C1CCC1
LUMO (spin up / spin down): -0.1825 / -0.1826 Ha

```
27
Properties=species:S:1:pos:R:3:lowdin_charge:R:1
S 0.0843 -4.3656 3.5675 0.805
O 0.9046 -4.5256 4.7119 -0.254
O -1.3378 -4.2107 3.7967 -0.313
N 1.2597 -2.2934 0.3185 0.152
N -0.5017 -0.6985 0.7728 0.160
C 0.9120 -3.4728 1.0434 -0.142
C 0.8114 -1.1785 0.1062 -0.218
C -0.7641 -0.4304 2.0051 -0.032
C 1.1896 -0.0484 -2.1903 -0.105
C -2.1923 -0.1795 2.4241 0.010
C 0.4731 -3.4180 2.2902 -0.172
C 0.6781 1.4268 -1.9808 -0.146
C 1.4950 -0.1160 -0.6631 -0.229
C 1.1293 1.3844 -0.5377 -0.124
H -2.7003 -1.0773 2.7840 0.109
H -2.2402 0.5617 3.2451 0.111
H -1.3041 -0.7665 0.1302 0.186
H 0.0754 -0.4393 2.6552 0.145
H -0.3851 1.4425 -2.2221 0.108
H -2.6994 0.1847 1.5331 0.092
H 2.1254 -0.0228 -2.7949 0.126
H 0.5755 -0.7711 -2.6499 0.092
H 0.2355 1.5990 0.2695 0.150
H 1.9364 1.8699 -0.1387 0.077
H 2.5352 -0.3473 -0.4896 0.148
H 1.3071 2.0006 -2.7187 0.129
H 1.2863 -4.3242 0.4384 0.139
```


--- b ---
Here is a molecular structure, C9H13N2O2S from OMol25. Energies are from the ωB97M-V functional and the def2-TZVPD basis.

Calculated values
net charge: +1
HOMO level: -12.7 eV
Kohn-Sham gap: 7.834 eV
LUMO: -0.1793 Ha

```
27
Properties=species:S:1:pos:R:3:lowdin_charge:R:1
S -0.0264 -0.6801 3.4187 0.848
O -0.4876 -1.5925 4.4098 -0.272
O 1.2063 0.0340 3.6064 -0.309
N -0.1486 0.1854 1.0387 -0.106
N -0.0102 1.3383 -0.7369 -0.041
C 1.1278 1.1826 -2.9396 -0.117
C -1.7949 -2.2924 1.6233 -0.042
C -0.6902 0.3087 -0.1766 0.057
C -0.0212 1.8561 -2.1050 -0.109
C 0.7336 1.2412 1.2585 0.003
C -0.3030 -0.9252 1.7804 -0.196
C 0.8158 2.0101 0.1633 0.033
C -1.2371 -3.2433 0.5773 -0.140
C 2.0059 2.0295 -3.4501 0.034
H -1.9195 -2.6829 2.6911 0.105
H 2.7318 1.6044 -4.0801 0.053
H -1.2930 -0.3866 -0.6569 0.147
H 0.2721 2.9163 -1.8486 0.131
H 0.9763 0.1423 -3.1388 0.097
H -0.8785 1.8936 -2.7227 0.118
H -1.4703 -2.9288 -0.5080 0.102
H 1.5948 2.7637 0.1006 0.162
H -1.6204 -4.2428 0.6852 0.075
H -0.1764 -3.2944 0.6714 0.061
H 2.0869 3.0764 -3.1521 0.082
H -2.6936 -1.6809 1.2736 0.106
H 1.2193 1.3673 2.2171 0.117
```


Short version: b, a, most stable first.


--- a ---
Here is a single CH2FPSi molecule from OMol25. Energies are from the ωB97M-V functional and the def2-TZVPD basis.

Calculated values
net charge: 0
HOMO level (spin up / spin down): -7.8 / -7.4 eV
Kohn-Sham gap (spin up / spin down): 6.254 / 5.748 eV
LUMO (spin up / spin down): -0.0586 / -0.0613 Ha

```
6
Properties=species:S:1:pos:R:3:lowdin_charge:R:1
P 1.7900 1.3620 -0.0107 0.670
Si -0.8118 -0.0313 0.0093 0.740
F 1.4268 -1.4684 0.0887 -0.148
C 1.0015 -0.1645 0.0750 -1.054
H -1.9079 -0.9298 0.2875 -0.123
H -1.4987 1.2320 -0.4499 -0.086
```


--- b ---
Here is 2 unconnected molecules or ions with the total composition CH2FPSi from OMol25. Energies are from the ωB97M-V functional and the def2-TZVPD basis.

Calculated values
net charge: 0
HOMO level: -9.0 eV
Kohn-Sham gap: 7.889 eV
LUMO: -0.0407 Ha

```
6
Properties=species:S:1:pos:R:3:lowdin_charge:R:1
P 1.8271 -1.5445 -0.2123 0.760
Si -2.4952 -0.2394 0.1836 0.503
F 1.8966 1.2506 -0.4206 0.025
C 1.8099 -0.0230 -0.3031 -0.783
H -1.6657 1.0692 -0.4017 -0.216
H -1.3727 -0.5129 1.1540 -0.289
```


Short version: a, b, most stable first.


--- a ---
Here is a gas-phase ion, C4H11NO (charge +1) from OMol25. Energies are from the ωB97M-V functional and the def2-TZVPD basis.

Calculated values
net charge: +1
HOMO level (spin up / spin down): -16.0 / -16.0 eV
Kohn-Sham gap (spin up / spin down): 12.699 / 7.787 eV
multiplicity: 2
LUMO (spin up / spin down): -0.1197 / -0.3000 Ha

```
17
Properties=species:S:1:pos:R:3:lowdin_charge:R:1
O -1.8488 1.7337 -1.0887 0.035
N -0.8358 0.1416 0.2847 0.197
C 1.0107 -1.4730 -0.0310 -0.221
C 0.6317 -0.0032 0.1879 -0.140
C -1.3926 1.5153 0.1921 -0.205
C 2.4371 -1.8080 0.5233 -0.061
H -2.6483 1.2700 -1.3843 0.134
H 2.9595 -0.8668 0.6548 0.073
H 0.8641 0.5890 -0.7065 0.168
H 0.2895 -2.1854 0.3660 0.112
H 3.0070 -2.4499 -0.1411 0.081
H 2.2439 -2.3744 1.4261 0.079
H 0.9896 -1.6009 -1.1197 0.114
H -2.2596 1.5574 0.8629 0.157
H -1.3027 -0.5203 -0.3545 0.176
H -0.5764 2.1898 0.4155 0.150
H 1.0500 0.3566 1.1319 0.151
```


--- b ---
Here is 2 unconnected molecules or ions with the total composition C4H11NO from OMol25. Energies are from the ωB97M-V functional and the def2-TZVPD basis.

Calculated values
net charge: +1
HOMO level (spin up / spin down): -14.9 / -14.9 eV
Kohn-Sham gap (spin up / spin down): 11.234 / 6.543 eV
multiplicity: 2
LUMO (spin up / spin down): -0.1330 / -0.3053 Ha

```
17
Properties=species:S:1:pos:R:3:lowdin_charge:R:1
O -1.8491 -3.4828 0.6067 -0.048
N -0.8507 0.2080 0.0659 0.179
C 0.2229 -0.0035 1.0255 -0.109
C 1.0078 1.3341 -0.8754 -0.124
C -0.4150 0.8534 -1.1486 -0.112
C 1.4792 0.6339 0.4237 -0.113
H -1.6886 -3.1515 -0.2951 0.038
H 2.1941 -0.1453 0.1633 0.123
H -0.0886 0.3878 1.9771 0.141
H -1.1275 1.5842 -1.4840 0.140
H 1.6591 1.1186 -1.7237 0.127
H 1.0342 2.4064 -0.7430 0.120
H -0.3737 0.0583 -1.9110 0.166
H -1.7931 -2.7102 1.1775 0.011
H 1.9389 1.3413 1.1102 0.127
H -1.6843 0.6545 0.4575 0.184
H 0.3346 -1.0870 1.1735 0.151
```


--- c ---
Here is 2 unconnected molecules or ions with the total composition C4H11NO from OMol25. Energies are from the ωB97M-V functional and the def2-TZVPD basis.

Calculated values
net charge: +1
HOMO level (spin up / spin down): -15.5 / -15.5 eV
Kohn-Sham gap (spin up / spin down): 11.147 / 6.403 eV
multiplicity: 2
LUMO (spin up / spin down): -0.1609 / -0.3353 Ha

```
17
Properties=species:S:1:pos:R:3:lowdin_charge:R:1
O -0.0092 -0.4965 3.1791 0.368
N 0.1604 1.0023 1.5272 0.286
C -0.4117 -0.0315 2.0791 -0.419
C 0.6364 0.8560 -1.8342 -0.157
C -1.5391 -0.7413 1.4160 0.068
C 0.9737 -0.6382 -1.6852 -0.150
H -1.1363 -1.4247 0.6585 0.114
H -2.1333 -1.3172 2.1280 0.117
H -0.0117 1.1454 0.5410 0.103
H 0.4829 1.0573 -2.8847 0.072
H 0.7083 -1.0225 -0.6915 0.031
H 0.3200 -1.2290 -2.3328 0.076
H -0.3630 0.9817 -1.4050 0.054
H 1.4660 1.4827 -1.5161 0.074
H 1.9916 -0.8809 -1.9346 0.069
H 1.0408 1.3180 1.9124 0.168
H -2.1759 -0.0615 0.8428 0.125
```


Short version: b, c, a, most stable first.


--- a ---
Here is a single C3H6FN molecule from OMol25. Energies are from the ωB97M-V functional and the def2-TZVPD basis.

Calculated values
net charge: 0
HOMO level: -9.8 eV
Kohn-Sham gap: 10.811 eV
SMILES string: NC/C=C\F
LUMO: 0.0388 Ha

```
11
Properties=species:S:1:pos:R:3:lowdin_charge:R:1
F -0.4941 2.5112 -0.3707 -0.033
N 0.4295 -1.6154 -0.6560 -0.007
C -1.0763 1.5084 0.3897 -0.162
C 0.7336 -0.2254 -0.2098 -0.251
C -0.5103 0.3463 0.5124 -0.108
H -2.1554 1.7049 0.7127 0.134
H 1.6073 -0.1705 0.4385 0.103
H -1.1238 -0.3799 1.1459 0.125
H 0.8879 0.4266 -1.0565 0.100
H 0.4489 -2.2163 0.1834 0.075
H 1.2527 -1.8898 -1.0896 0.024
```


--- b ---
Here is a single C3H6FN molecule from OMol25. Energies are from the ωB97M-V functional and the def2-TZVPD basis.

Calculated values
net charge: 0
HOMO level: -9.7 eV
Kohn-Sham gap: 10.918 eV
SMILES string: C=C[C@@H](N)F
LUMO: 0.0439 Ha

```
11
Properties=species:S:1:pos:R:3:lowdin_charge:R:1
F -1.5355 -0.9675 0.3165 -0.051
N -1.2520 1.1441 -0.4879 0.039
C 0.7312 -0.4879 -0.4688 -0.101
C 1.7401 -0.5145 0.3510 0.013
C -0.5540 0.0267 0.1956 -0.406
H -0.2675 0.1656 1.2066 0.106
H -1.6966 1.9575 0.1235 0.127
H 0.6409 -0.6625 -1.5245 0.104
H 2.6370 -0.9202 -0.0509 0.055
H 1.5691 -0.5182 1.3889 0.056
H -2.0125 0.7769 -1.0500 0.058
```


Short version: a, b, most stable first.


--- a ---
Here is a single C3HClF2 molecule from OMol25. Energies are from the ωB97M-V functional and the def2-TZVPD basis.

Calculated values
net charge: 0
HOMO level: -10.9 eV
Kohn-Sham gap: 11.795 eV
SMILES string: C#CC(F)(F)Cl
LUMO: 0.0315 Ha

```
7
Properties=species:S:1:pos:R:3:lowdin_charge:R:1
Cl 0.1483 2.1145 -0.9327 0.815
F 1.6748 0.7748 0.2052 0.001
F 0.7812 -0.3599 -1.4716 0.090
C -0.2995 -0.2245 0.3699 -0.073
C -1.1106 -0.9877 0.9801 0.162
C 0.5565 0.5174 -0.4974 -1.061
H -1.7506 -1.8346 1.3465 0.065
```


--- b ---
Here is a single C3HClF2 molecule from OMol25. Energies are from the ωB97M-V functional and the def2-TZVPD basis.

Calculated values
net charge: 0
HOMO level: -11.3 eV
Kohn-Sham gap: 12.035 eV
SMILES string: C#CC(F)(F)Cl
LUMO: 0.0263 Ha

```
7
Properties=species:S:1:pos:R:3:lowdin_charge:R:1
Cl -1.4698 -0.7480 -0.0177 0.670
F -0.0115 1.0927 -1.0674 0.077
F -0.0485 1.0210 1.1131 0.084
C 0.0133 0.3135 0.0050 -0.968
C 2.4238 -0.7302 0.0219 0.164
C 1.2681 -0.4117 -0.0421 -0.071
H 3.2955 -1.3369 -0.0197 0.044
```


Short version: b, a, most stable first.